1.
ORCA calculation (the ωB97M-V functional and the def2-TZVPD basis) on a structure of composition C10H13NPSZr.

The value obtained for the gap between HOMO and LUMO is 0.204 Eh. The calculation puts the HOMO energy at -0.3447 Ha. Its relative energy (zero: lowest compared OMol25 entry of this formula, charge and spin) is 21.6 kcal per mole. The value obtained for the LUMO energy is -0.1408 Eh. As for the charge: +1.

Structure (XYZ):
```
27
Properties=species:S:1:pos:R:3:forces:R:3
C 1.944922 -0.024062 -2.457979 -2.2 0.2 -0.8
C 2.873780 0.939077 -1.968486 2.3 -0.4 -1.4
C 2.368294 2.227299 -1.841960 0.3 1.8 -1.1
C 0.999738 2.341654 -2.174386 -1.2 0.8 -2.4
C 0.421981 1.089823 -2.755547 2.0 -0.3 0.9
Zr 1.109832 0.810507 -0.597906 -2.6 -2.1 0.4
P 2.246150 -0.573180 1.461743 -0.1 -0.9 1.1
H 2.119661 -1.061118 -2.958073 -0.4 2.2 1.1
H 3.939467 0.710545 -1.777586 -0.7 0.2 -0.1
H 2.969975 3.112779 -1.625376 -0.2 -0.5 0.6
H -0.407320 0.905701 -3.584640 2.0 0.4 2.3
H 0.411477 3.294680 -2.029111 0.9 -1.1 -0.6
H 1.825846 -0.139570 2.766177 0.7 0.1 -0.4
H 3.697027 -0.763773 1.567032 -1.4 -0.2 0.3
H 1.555330 -1.832496 1.701702 1.0 0.5 -0.4
S -0.512200 -1.161960 -1.060090 -0.3 -1.0 0.7
C -1.527670 -1.109690 0.325879 0.2 1.0 -1.6
N -2.210087 0.073624 0.515512 -0.1 -0.6 0.7
C -3.052268 0.288640 1.557193 0.3 -0.7 0.4
C -3.195532 -0.707788 2.500678 -0.4 0.3 -0.2
C -2.549974 -1.951589 2.308092 -0.2 0.2 0.2
C -1.746791 -2.158753 1.203852 0.3 -0.7 1.2
H -2.075839 0.789564 -0.190915 -0.2 -0.2 -0.1
H -3.536823 1.252967 1.578395 -0.1 0.0 0.2
H -3.829934 -0.553396 3.374681 0.2 0.0 -0.4
H -2.699959 -2.725158 3.072208 0.2 0.3 -0.5
H -1.139083 -3.074327 1.088909 -0.7 0.6 -0.1
```
Positions in Å, forces in eV/Å.



2.
ORCA calculation (the ωB97M-V functional and the def2-TZVPD basis) on a cluster of 3 separate species, C23H46N4O3 in total.

The value obtained for the gap between HOMO and LUMO (spin up / spin down) is 0.324 / 0.358 Eh. The calculation puts the HOMO energy (spin up / spin down) at -0.3029 / -0.3407 Ha. The value obtained for the LUMO energy (spin up / spin down) is 0.0215 / 0.0175 Eh. As for the multiplicity: 3.

Structure (XYZ):
```
76
Properties=species:S:1:pos:R:3:forces:R:3
N 4.120656 -3.708630 5.371382 0.3 0.2 -0.2
C 3.457126 -2.424236 5.482396 0.0 -0.3 0.1
C 1.958935 -2.392880 5.762082 -0.8 0.6 -0.1
C 1.360150 -3.543722 6.582067 0.2 0.1 -0.4
C 1.155617 -4.626839 5.524770 0.7 -0.1 -0.1
C 1.135551 -3.853964 4.207807 -0.3 0.7 0.7
O 1.145056 -4.286522 3.104897 -0.1 -0.6 -0.8
N 1.151904 -2.430104 4.515198 0.5 -0.9 -0.4
H 3.944320 -4.314288 6.154970 0.0 -0.2 0.0
H 3.940144 -4.177221 4.498900 -0.1 -0.2 0.0
H 3.940002 -1.870481 6.279170 0.2 0.1 0.3
H 3.640319 -1.867713 4.571805 0.0 0.2 -0.2
H 1.746024 -1.418784 6.188589 0.0 0.1 0.4
H 1.949897 -3.859728 7.431174 0.1 -0.1 0.3
H 0.395283 -3.178897 6.906692 -0.3 -0.1 0.5
H 2.014106 -5.286279 5.459347 0.1 -0.3 0.1
H 0.294767 -5.263656 5.661454 -0.4 0.0 -0.1
H 0.176219 -2.273497 4.764249 -0.1 0.5 0.0
C -0.353963 -1.751489 1.144040 0.1 0.2 0.0
C -1.882948 -1.855863 1.005985 1.2 -0.5 0.0
C -2.292113 -1.691187 -0.456233 -0.2 0.3 -0.2
C -2.124541 -0.257751 -0.954760 0.0 0.0 0.0
C -2.877225 0.726137 -0.060180 -0.1 -0.3 -0.4
C -2.543403 0.588807 1.426891 0.8 0.9 0.3
N -2.582704 -0.842514 1.852306 -1.1 -0.1 -1.0
O -3.785742 -1.212555 2.116403 0.0 -0.1 0.5
C -1.168048 1.213133 1.728270 0.1 -0.1 -0.1
C -3.553740 1.388365 2.241412 -0.3 -0.1 0.1
C -2.245975 -3.254751 1.488896 -0.4 -0.1 0.1
H 0.121248 -2.637212 0.724899 -0.1 -0.1 0.0
H 0.079504 -0.906509 0.613774 -0.1 0.0 0.0
H -0.053225 -1.690517 2.189411 0.0 0.0 0.0
H -3.338920 -1.987619 -0.579053 0.0 0.0 0.1
H -1.703691 -2.375847 -1.070534 0.1 0.0 0.1
H -1.065165 0.011391 -1.004917 0.0 0.0 0.0
H -2.503850 -0.181478 -1.976734 0.0 0.0 0.0
H -2.665911 1.751173 -0.374430 0.0 0.0 0.1
H -3.951591 0.573971 -0.204293 0.0 -0.1 0.1
H -0.866921 1.000378 2.754651 0.0 0.0 0.0
H -1.222660 2.296160 1.616276 -0.1 0.0 0.0
H -0.374982 0.878672 1.064576 0.0 0.0 0.0
H -4.579321 1.099202 2.023320 0.0 -0.1 0.0
H -3.449303 2.446058 2.001111 0.1 0.0 0.0
H -3.383272 1.262944 3.311359 0.0 0.0 0.0
H -1.995761 -3.379036 2.543626 0.0 0.0 0.0
H -1.678854 -3.989986 0.920112 0.1 0.1 0.0
H -3.303482 -3.476355 1.359666 0.0 0.1 0.1
C 0.724849 0.593270 -3.803740 -0.1 0.0 -0.2
C 1.054505 1.985143 -3.234359 -0.2 -1.3 0.1
C -0.237861 2.717131 -2.880485 -0.3 0.4 -0.1
C -1.024509 3.159951 -4.112668 0.1 0.0 0.0
C -0.149237 4.004955 -5.038872 -0.2 0.0 0.4
C 1.183596 3.345452 -5.405274 -0.1 -0.4 -1.1
N 1.860855 2.797750 -4.191149 -0.6 1.2 0.7
O 2.515655 3.715379 -3.573145 0.5 -0.1 0.0
C 0.967456 2.241111 -6.456308 -0.1 -0.2 0.1
C 2.087565 4.379946 -6.065428 0.2 0.2 0.2
C 1.866462 1.731080 -1.969618 0.2 0.3 0.1
H 0.349863 -0.051042 -3.008344 0.1 0.1 0.1
H -0.051757 0.598179 -4.564001 0.1 0.0 0.0
H 1.611512 0.116823 -4.223658 0.0 0.1 0.0
H -0.004126 3.599690 -2.276318 0.1 0.0 0.0
H -0.854000 2.067011 -2.254741 0.1 -0.1 0.0
H -1.421114 2.293532 -4.648974 0.0 0.0 0.0
H -1.892295 3.743951 -3.799954 0.0 0.0 0.0
H -0.692343 4.231485 -5.958565 0.1 0.0 -0.1
H 0.049594 4.963619 -4.549609 0.1 0.0 0.0
H 1.889871 1.683057 -6.620613 0.0 0.0 0.0
H 0.677563 2.688867 -7.406656 0.0 0.1 0.0
H 0.181467 1.535284 -6.201138 0.0 0.0 0.0
H 2.223423 5.262954 -5.445234 0.0 -0.1 0.1
H 1.636967 4.700496 -7.004244 -0.1 -0.1 0.0
H 3.070430 3.960851 -6.283762 0.0 0.0 0.0
H 2.810938 1.238951 -2.205207 0.0 0.0 0.0
H 1.300079 1.078722 -1.303859 -0.1 -0.1 -0.1
H 2.085075 2.648122 -1.426869 0.0 0.0 -0.1
```
Positions in Å, forces in eV/Å.



3.
ORCA calculation (the ωB97M-V functional and the def2-TZVPD basis) on a structure of composition C9H17Cl2NO2PSc.

The value obtained for the gap between HOMO and LUMO (spin up / spin down) is 0.280 / 0.184 Eh. The calculation puts the HOMO energy (spin up / spin down) at -0.6353 / -0.6183 Ha. The value obtained for the LUMO energy (spin up / spin down) is -0.3553 / -0.4341 Eh. As for the charge: +2.

Structure (XYZ):
```
33
Properties=species:S:1:pos:R:3:forces:R:3
C 0.454477 -2.944652 -1.028211 0.8 -0.4 -0.5
C -0.600060 -2.082827 -0.480985 -4.2 -1.7 0.3
H -0.075139 -3.759882 -1.516665 0.1 -0.3 0.0
H 1.085333 -3.298353 -0.199820 -0.2 0.0 -0.1
H 1.114851 -2.417904 -1.727549 -0.3 -0.1 0.3
O -1.736224 -2.310115 -0.157603 3.7 1.3 -0.7
Cl 2.411517 -0.598480 -0.059812 0.6 -0.3 -0.4
Sc 0.299467 0.109655 0.161994 2.3 1.7 1.9
P 0.093762 0.772490 -2.336038 0.4 1.1 -2.3
C -1.525059 1.341760 -2.848070 -0.4 -0.2 0.5
C 1.210422 2.197663 -2.468201 0.2 0.0 0.3
H 1.650296 -0.794913 -3.271483 0.0 0.1 -0.2
H 0.630799 0.033882 -4.501037 0.0 -0.1 0.0
H -0.042431 -1.306127 -3.505392 0.1 0.1 -0.3
C 0.642472 -0.454108 -3.522009 0.0 -0.5 0.4
H 2.093391 2.051327 -1.836944 -0.1 0.0 -0.3
H 1.493809 2.294436 -3.525298 0.0 -0.1 0.1
H -1.434753 1.655814 -3.892691 -0.1 0.0 0.0
H -1.831914 2.177530 -2.210849 0.0 0.0 -0.2
H 0.678129 3.082241 -2.101684 0.1 -0.2 -0.2
H -2.253079 0.530606 -2.751326 0.0 0.2 -0.2
C -1.890408 0.522660 0.146619 -8.8 2.3 1.0
O -3.025994 0.820266 0.282905 6.9 -1.8 -0.9
Cl 0.571943 2.417781 0.550802 -0.5 -0.6 -0.4
C 0.536361 0.352465 5.549633 -0.2 -0.1 -0.1
C -0.557273 -0.365225 4.702593 1.4 1.0 0.0
C -0.270807 -0.172879 3.296038 0.1 -0.2 -1.1
N -0.025380 -0.053401 2.168454 -0.8 -0.6 2.8
H 1.511753 -0.076079 5.325652 0.0 0.1 0.1
H 0.313440 0.205901 6.609263 0.0 0.0 -0.2
H 0.530892 1.417797 5.325161 0.1 0.0 0.1
H -0.544769 -1.409202 4.911384 -0.2 -1.0 0.1
H -1.509825 0.059874 4.911165 -1.0 0.2 0.1
```
Positions in Å, forces in eV/Å.



4.
ORCA calculation (the ωB97M-V functional and the def2-TZVPD basis) on the molecule C4H4N2O.

The value obtained for the gap between HOMO and LUMO is 0.443 Eh. The calculation puts the HOMO energy at -0.4261 Ha. Its relative energy (zero: lowest compared OMol25 entry of this formula, charge and spin) is 41.2 kcal per mole. The value obtained for the LUMO energy is 0.0168 Eh. The SMILES is N#CCOCC#N.

Structure (XYZ):
```
11
Properties=species:S:1:pos:R:3:forces:R:3
N -3.013443 -0.508644 -0.524829 1.1 0.1 -0.2
C -1.867276 -0.537211 -0.675045 -1.0 0.0 0.2
C -0.403950 -0.668597 -0.845168 0.0 -0.3 0.0
O 0.287280 0.554860 -0.887019 0.1 -0.1 0.0
C 0.831247 1.039962 0.322533 0.1 0.2 0.1
C 1.090920 0.019895 1.353350 0.3 -0.5 0.8
N 1.322244 -0.714586 2.214732 -0.2 0.6 -0.8
H -0.200322 -1.184216 -1.787748 -0.1 0.1 0.1
H -0.033874 -1.296665 -0.024456 -0.1 -0.1 -0.2
H 1.796278 1.491421 0.073998 -0.2 0.1 0.0
H 0.190896 1.803782 0.779653 0.0 -0.1 -0.1
```
Positions in Å, forces in eV/Å.



5.
ORCA calculation (the ωB97M-V functional and the def2-TZVPD basis) on a cluster of 2 separate species, C2H7NO in total.

The value obtained for the gap between HOMO and LUMO is 0.403 Eh. The calculation puts the HOMO energy at -0.3649 Ha. Its relative energy (zero: lowest compared OMol25 entry of this formula, charge and spin) is 35.6 kcal per mole. The value obtained for the LUMO energy is 0.0382 Eh. The SMILES is C=CN.O.

Structure (XYZ):
```
11
Properties=species:S:1:pos:R:3:forces:R:3
C -1.726991 0.976953 0.418282 3.0 -0.9 -2.9
C -0.376885 0.998490 0.215879 -1.5 0.0 0.5
N 0.338797 0.418902 -0.935698 -0.6 2.2 0.6
H -2.398095 0.661930 -0.391717 0.2 -0.3 0.6
H -2.097310 1.301735 1.315028 -1.1 1.0 1.9
H 0.244965 1.569537 0.944755 -0.3 -0.9 -0.6
H -0.100016 -0.395144 -1.279831 -0.7 -1.7 0.3
H 0.020233 1.014152 -1.687708 0.8 0.8 -0.5
O 1.423239 -2.007391 0.375181 0.4 0.4 0.3
H 0.864391 -1.211069 0.338934 0.6 -0.4 0.0
H 2.331606 -1.666976 0.504004 -0.8 -0.2 -0.2
```
Positions in Å, forces in eV/Å.



6.
ORCA calculation (the ωB97M-V functional and the def2-TZVPD basis) on the molecule C7HF7N4.

The value obtained for the gap between HOMO and LUMO is 0.324 Eh. The calculation puts the HOMO energy at -0.3797 Ha. The value obtained for the LUMO energy is -0.0556 Eh. The SMILES is C#Cc1nnc(C(F)(F)C(F)(F)C(F)(F)F)nn1.

Structure (XYZ):
```
19
Properties=species:S:1:pos:R:3:forces:R:3
C 4.978314 0.651372 -0.266700 1.7 0.8 0.6
C 3.881019 0.227778 -0.199830 -1.5 -0.5 -0.2
C 2.522133 -0.166720 -0.128831 0.0 -0.1 -0.1
N 1.976817 -0.205166 1.084798 -0.7 -0.1 0.3
N 0.699451 -0.515993 1.147407 0.7 0.2 0.2
C 0.094529 -0.765281 0.003790 -0.3 -0.2 0.1
C -1.375579 -1.137241 0.073920 -0.1 -0.2 0.1
F -1.588138 -2.250219 -0.665734 0.0 0.2 0.1
F -1.728652 -1.390351 1.353681 0.1 -0.2 -0.3
C -2.313297 -0.033671 -0.455461 -0.3 0.3 -0.1
F -1.839254 0.441945 -1.626205 -0.1 -0.1 0.1
F -3.539197 -0.554517 -0.652070 0.2 0.1 0.0
C -2.463805 1.176604 0.503674 -0.3 0.2 -0.2
F -1.252771 1.680048 0.780833 -0.2 0.1 -0.1
F -3.057406 0.826752 1.640641 0.0 0.2 -0.2
F -3.206337 2.117106 -0.112946 0.4 -0.4 0.5
N 0.633447 -0.759718 -1.201402 0.7 0.0 -0.3
N 1.906972 -0.449344 -1.278326 -0.7 -0.2 -0.2
H 5.911113 1.093876 -0.043788 0.5 0.0 -0.4
```
Positions in Å, forces in eV/Å.



Quick rundown of energy, same order as above: -33463.9218, -36696.7614, -70212.5475, -9238.7011, -5723.6982, -32253.7532 eV